The following is a quantum chemistry calculation of 2 unconnected molecules or ions with the total composition C35H32N2O3S in a non-equilibrium geometry, from the OMol25 dataset.

Each line ends with the Löwdin charge.
Geometry (Å):
C1 -7.6705 2.2867 -3.0513  -0.100
C2 -7.3319 2.7550 -1.7823  -0.089
C3 -6.4333 2.0435 -0.9779  -0.055
C4 -5.8069 0.8758 -1.4684  -0.237
S1 -4.6741 -0.1542 -0.4308  0.701
C5 -2.8891 -0.1700 -0.7369  -0.156
C6 -1.9827 0.0336 0.3656  -0.504
O1 -0.9057 0.6063 0.2265  -0.041
C7 -2.4441 -0.3977 1.7466  -0.191
C8 -3.0931 -1.6062 1.9556  -0.064
C9 -3.4418 -1.9769 3.2409  -0.088
C10 -3.1814 -1.1099 4.3123  -0.099
C11 -2.5712 0.1276 4.0809  -0.092
C12 -2.1970 0.4802 2.7940  -0.036
O2 -4.9113 0.5357 0.8359  -0.369
O3 -5.1410 -1.5275 -0.6174  -0.378
C13 -6.2446 0.3594 -2.6924  -0.079
C14 -7.1337 1.0787 -3.4957  -0.093
H1 -8.3463 2.8483 -3.6809  0.094
H2 -7.7668 3.6879 -1.4165  0.101
H3 -6.2313 2.3933 0.0319  0.105
H4 -2.6529 0.2279 -1.7204  0.049
H5 -3.3297 -2.2443 1.1051  0.106
H6 -3.9144 -2.9400 3.3948  0.096
H7 -3.4607 -1.4181 5.3195  0.091
H8 -2.3738 0.7998 4.9117  0.094
H9 -1.7397 1.4456 2.6028  0.116
H10 -5.8864 -0.6194 -3.0074  0.108
H11 -7.4002 0.6847 -4.4783  0.100
C15 1.2003 -3.8416 0.4465  0.017
C16 1.7318 -2.5950 1.0162  -0.145
N1 2.0690 -2.5091 2.3256  -0.005
C17 1.7659 -3.5163 3.3399  0.026
C18 2.7215 -1.3051 2.5784  -0.149
C19 2.8538 -0.6168 1.3453  -0.080
C20 3.7620 0.4372 1.3001  0.003
C21 4.3033 0.9368 2.4995  -0.054
C22 4.0126 0.3389 3.7333  -0.065
C23 3.2326 -0.8254 3.7794  0.001
C24 2.1086 -1.3931 0.3382  -0.062
C25 1.9645 -1.1689 -1.0441  0.137
C26 2.6487 -0.1554 -1.8013  -0.094
C27 3.6519 -0.1874 -2.8153  -0.193
C28 4.3467 -1.3334 -3.4250  -0.014
N2 4.0421 1.0864 -3.1173  -0.045
C29 5.0204 1.4431 -4.1361  -0.001
C30 3.3390 2.0006 -2.3364  -0.161
C31 2.4709 1.2460 -1.5091  -0.150
C32 1.7505 1.8917 -0.5219  -0.035
C33 1.7679 3.2778 -0.4320  -0.053
C34 2.6113 4.0153 -1.2888  -0.077
C35 3.4223 3.3915 -2.2523  -0.016
H12 1.1598 -3.7256 -0.6395  0.081
H13 1.8280 -4.7192 0.6750  0.107
H14 0.1911 -4.0556 0.8273  0.112
H15 2.0505 -3.1278 4.3176  0.085
H16 0.6919 -3.7363 3.3406  0.111
H17 2.3136 -4.4517 3.1702  0.105
H18 4.0540 0.8649 0.3473  0.112
H19 4.9657 1.7993 2.4663  0.108
H20 4.3942 0.7828 4.6466  0.106
H21 2.9930 -1.3209 4.7138  0.104
H22 1.3380 -1.9061 -1.5995  0.142
H23 3.9997 -2.2601 -2.9606  0.086
H24 4.1660 -1.3742 -4.5064  0.094
H25 5.4364 -1.2697 -3.2970  0.092
H26 5.0740 2.5310 -4.1748  0.081
H27 6.0280 1.0671 -3.9146  0.098
H28 4.7239 1.0819 -5.1290  0.101
H29 1.1442 1.2681 0.1312  0.090
H30 1.1371 3.7695 0.3077  0.112
H31 2.6090 5.1001 -1.1888  0.100
H32 4.0599 3.9587 -2.9237  0.097

## Properties
* frontier orbital gap: 3.91 eV